[1]
Molecular formula: C2H10N3
Method: DFT, ωB97M-V/def2-TZVPD

Results
* HOMO-LUMO gap: 11.41 eV
* charge: +1
* structure (SMILES): C[NH2+]NCN
* largest force on an atom: 3.39 eV/Å
* electronic energy: -6698.2645 eV
* ΔE to the lowest compared entry with this formula, charge and spin: 267.7 kJ/mol

```
15
Properties=species:S:1:pos:R:3:forces:R:3
C 0.68619 -0.61922 -1.57936 -0.71 -2.11 1.74
N 0.90943 0.32612 -0.44280 1.77 -0.64 -0.25
N 0.01656 1.20444 0.10030 -2.17 2.57 -0.46
C -1.01621 0.57262 0.89073 -0.46 -1.73 2.39
N -0.45961 -0.73038 1.42344 -1.39 0.23 -1.51
H 0.95977 -0.10751 -2.46656 0.32 -0.10 -0.95
H 1.31153 -1.48488 -1.20838 -0.24 0.82 -1.43
H -0.33580 -1.06571 -1.61858 0.60 0.93 0.11
H 1.17084 -0.25083 0.38463 -0.47 -0.03 -0.25
H 1.75037 0.84676 -0.67822 0.15 0.23 0.02
H -0.41401 1.92669 -0.52879 1.08 -1.17 0.33
H -1.98136 0.30539 0.42823 0.53 0.50 -0.47
H -1.21733 1.28892 1.72019 -0.06 -0.60 -0.57
H -1.11448 -1.52055 1.17083 1.20 1.28 0.83
H -0.26588 -0.69186 2.40433 -0.16 -0.17 0.46
```
Positions in Å, forces in eV/Å.

Here are the Löwdin charges for atoms 1 to 8, given in e:
1 C 0.0323
2 N -0.0840
3 N -0.0421
4 C -0.2252
5 N 0.0175
6 H 0.0871
7 H 0.1294
8 H 0.1137

[2]
Molecular formula: C2H10N3
Method: DFT, ωB97M-V/def2-TZVPD

Results
* HOMO-LUMO gap: 9.79 eV
* charge: +1
* largest force on an atom: 1.12 eV/Å
* electronic energy: -6700.1078 eV
* ΔE to the lowest compared entry with this formula, charge and spin: 89.8 kJ/mol

```
15
Properties=species:S:1:pos:R:3:forces:R:3
C 0.14055 -0.97817 0.73571 -0.43 -0.20 -0.19
C -0.97401 -0.97907 -0.00127 0.18 -0.14 -0.79
N -1.61892 -2.08742 -0.47760 0.34 0.20 0.17
N 0.69128 0.28240 1.25978 0.32 -0.65 0.08
H 0.64020 -1.89817 0.99161 0.19 0.14 0.30
H -1.42128 -0.06589 -0.38293 -0.01 0.17 0.47
H -2.12359 -1.93984 -1.32565 -0.43 0.03 -0.27
H -1.13960 -2.97142 -0.48112 0.11 -0.12 0.25
H 1.67256 0.13062 1.50494 -0.14 0.06 0.09
H 0.20361 0.55385 2.11727 0.12 0.30 -0.21
H 0.70604 1.03398 0.49738 -0.33 0.25 0.02
N 0.77532 2.09827 -0.90601 -0.19 -0.92 0.61
H -0.08405 2.60062 -1.07188 0.12 0.33 -0.09
H 0.97376 1.51231 -1.70129 0.03 0.00 -0.31
H 1.55811 2.70792 -0.75895 0.11 0.56 -0.13
```
Positions in Å, forces in eV/Å.

Here are the Löwdin charges for atoms 1 to 8, given in e:
1 C -0.1180
2 C -0.1904
3 N 0.0895
4 N 0.1403
5 H 0.1172
6 H 0.1275
7 H 0.0970
8 H 0.1077

[3]
Molecular formula: C2H10N3O
Method: DFT, ωB97M-V/def2-TZVPD

Results
* HOMO-LUMO gap: 10.01 eV
* charge: +1
* structure (SMILES): NOC[C@H](N)[NH3+]
* largest force on an atom: 4.74 eV/Å
* electronic energy: -8744.3374 eV
* ΔE to the lowest compared entry with this formula, charge and spin: 463.5 kJ/mol

```
16
Properties=species:S:1:pos:R:3:forces:R:3
N -0.79418 -1.01093 -2.50569 1.99 -0.66 -1.67
O -0.30221 -0.12983 -1.53254 -1.63 -0.68 1.40
C -0.82718 -0.38502 -0.22326 -0.46 4.61 1.03
C 0.39978 -0.04566 0.69166 -2.40 1.87 2.74
N 0.12622 0.51944 2.05882 -0.26 -1.36 -0.14
N 1.34125 1.05988 0.26497 -0.44 -0.35 -2.89
H -1.67180 -1.46108 -2.36045 -1.15 0.46 0.95
H -0.11313 -1.75861 -2.45261 -0.01 -0.31 -0.53
H -1.22847 -1.36347 0.08358 0.46 0.06 -0.77
H -1.65064 0.42049 0.04192 1.17 -1.61 -0.81
H 0.76222 -1.02247 0.69851 2.32 -1.02 0.72
H -0.24810 -0.10443 2.77656 0.36 -0.17 -0.55
H -0.50848 1.31366 2.05956 -0.10 -0.10 -0.46
H 1.34884 1.10715 -0.78233 -0.28 0.27 0.64
H 1.05541 1.96509 0.68307 0.14 -0.69 -0.35
H 2.31047 0.89579 0.49823 0.30 -0.30 0.68
```
Positions in Å, forces in eV/Å.

Here are the Löwdin charges for atoms 1 to 8, given in e:
1 N 0.0468
2 O -0.2190
3 C -0.1455
4 C -0.2841
5 N 0.0508
6 N 0.2297
7 H 0.0832
8 H 0.0926

[4]
Molecular formula: C2H10N4
Method: DFT, ωB97M-V/def2-TZVPD

Results
* HOMO-LUMO gap: 10.84 eV
* charge: +2
* largest force on an atom: 3.66 eV/Å
* electronic energy: -8178.4109 eV
* ΔE to the lowest compared entry with this formula, charge and spin: 35.4 kJ/mol

```
16
Properties=species:S:1:pos:R:3:forces:R:3
C -1.55056 0.83082 1.13038 -2.65 -0.35 -1.66
C 1.15241 -0.96103 -0.72297 -0.27 0.38 1.14
N -2.81438 1.25517 0.85485 2.04 -0.24 -0.78
N 0.60942 -1.28906 -1.82950 0.90 0.79 -1.63
N -1.03419 0.65462 2.29389 -1.37 1.12 3.21
N 2.61077 -0.51234 -0.78034 -0.64 -2.31 2.49
H -0.92430 0.39637 0.36324 -0.17 0.45 -0.56
H -3.32816 1.58671 1.65106 -0.61 0.23 -0.01
H -3.22316 1.41813 -0.12149 1.17 -0.43 2.09
H -0.38160 -1.41065 -1.82682 -0.70 -0.61 0.30
H 0.95358 -1.23403 -2.80375 0.37 -0.15 0.55
H -0.14808 0.25123 2.41568 1.31 -0.64 -0.36
H -1.43980 0.89052 3.24061 0.06 -0.09 -1.71
H 2.69586 0.14961 0.00251 0.25 -0.32 -0.20
H 3.24312 -1.33311 -0.58601 -0.66 0.65 0.18
H 2.98088 -0.10618 -1.56727 0.96 1.53 -3.05
```
Positions in Å, forces in eV/Å.

Here are the Löwdin charges for atoms 1 to 8, given in e:
1 C -0.1670
2 C -0.0607
3 N 0.1852
4 N 0.1467
5 N 0.2018
6 N 0.1956
7 H 0.1059
8 H 0.1263

LUMO level list, top to bottom, in eV: -3.2 -3.1 -3.5 -7.4